No. 1
Computed, not measured: a cluster of 2 separate species, C26H32N3 in total at a distorted geometry, with ωB97M-V with the def2-TZVPD basis set.

Last column: Löwdin charge in e.
Geometry (Å):
C: 2.094 -0.709 2.431  -0.121
N: 2.111 0.511 1.699  -0.218
C: 1.739 1.675 2.494  -0.170
C: 2.593 2.852 1.989  -0.141
C: 3.610 2.254 1.000  -0.149
C: 3.357 0.746 0.967  -0.172
H: 2.275 -1.508 1.721  0.050
H: 2.860 -0.773 3.212  0.103
H: 1.118 -0.819 2.892  0.085
H: 0.667 1.833 2.332  0.101
H: 1.885 1.499 3.578  0.122
H: 1.937 3.574 1.495  0.104
H: 3.066 3.354 2.839  0.109
H: 3.449 2.663 0.005  0.103
H: 4.640 2.470 1.286  0.108
H: 4.198 0.186 1.400  0.117
H: 3.201 0.364 -0.043  0.104
C: 2.269 -2.999 -0.604  0.012
C: 1.275 -2.212 -1.351  -0.161
N: 1.147 -2.311 -2.696  -0.025
C: 1.904 -3.252 -3.501  0.016
C: 0.037 -1.591 -3.144  -0.145
C: -0.563 -0.993 -2.010  -0.098
C: -1.853 -0.490 -2.136  -0.009
C: -2.466 -0.455 -3.396  -0.053
C: -1.840 -1.036 -4.514  -0.062
C: -0.587 -1.653 -4.390  0.000
C: 0.283 -1.316 -0.857  -0.073
C: 0.057 -0.951 0.472  0.057
C: -0.890 -0.017 0.901  -0.132
C: -1.876 -0.267 1.891  -0.175
C: -2.133 -1.513 2.641  0.009
N: -2.734 0.786 1.929  -0.031
C: -3.995 0.763 2.645  0.008
C: -2.366 1.752 0.982  -0.158
C: -1.182 1.302 0.344  -0.144
C: -0.662 2.062 -0.707  -0.020
C: -1.389 3.177 -1.154  -0.061
C: -2.606 3.554 -0.550  -0.062
C: -3.108 2.838 0.545  -0.003
H: 2.078 -2.871 0.466  0.065
H: 2.207 -4.079 -0.820  0.106
H: 3.298 -2.674 -0.825  0.113
H: 1.564 -3.164 -4.533  0.086
H: 2.980 -3.062 -3.439  0.108
H: 1.715 -4.275 -3.161  0.107
H: -2.385 -0.142 -1.251  0.114
H: -3.443 0.030 -3.497  0.113
H: -2.352 -1.018 -5.477  0.111
H: -0.110 -2.165 -5.223  0.106
H: 0.364 -1.695 1.207  0.098
H: -1.343 -2.217 2.380  0.081
H: -2.129 -1.369 3.728  0.104
H: -3.085 -1.983 2.354  0.104
H: -4.537 1.696 2.458  0.086
H: -4.611 -0.073 2.280  0.107
H: -3.834 0.641 3.727  0.108
H: 0.292 1.782 -1.153  0.123
H: -1.002 3.776 -1.988  0.112
H: -3.155 4.418 -0.932  0.111
H: -4.032 3.096 1.063  0.108

Summary:
E_LUMO ... -3.917 eV
Highest occupied orbital energy ... -10.6495 eV
2S+1 ... 1
Energy above the lowest of the compared OMol25 structures with the same formula, charge and spin ... 0.212 eV
Total charge ... +1
Kohn-Sham gap ... 6.7 eV

=====

No. 2
Computed, not measured: a cluster of 2 separate species, C2H8NO2 in total at a distorted geometry, with ωB97M-V with the def2-TZVPD basis set.

Last column: Löwdin charge in e.
Geometry (Å):
C: 0.635 0.812 -0.863  -0.186
N: 0.212 -0.397 -0.169  -0.177
C: -1.321 -0.603 -0.395  -0.563
O: -1.670 -0.791 -1.648  -0.336
H: 0.317 0.786 -1.910  0.059
H: 1.719 0.965 -0.808  0.057
H: 0.228 1.660 -0.307  0.059
H: 0.735 -1.203 -0.509  0.087
H: -1.747 0.347 0.039  0.080
H: -1.525 -1.528 0.201  0.075
H: 0.765 -0.554 1.545  -0.018
H: 0.620 0.690 2.401  0.007
O: 1.032 -0.183 2.423  -0.144

Summary:
E_LUMO ... 4.357 eV
Highest occupied orbital energy ... -2.6673 eV
2S+1 ... 1
Energy above the lowest of the compared OMol25 structures with the same formula, charge and spin ... 0.638 eV
Total charge ... -1
Kohn-Sham gap ... 7.0 eV

=====

Q: What is the formula in the first record?
A: C26H32N3

=====

Q: Look up the 2S+1 of the second one.
A: 1